one) The following is a DFT calculation (ωB97M-V/def2-TZVPD) of the molecule C3H4P2.

Atoms and positions in Å:
C 0.42293 0.17504 -0.18836
C -0.42068 0.25926 1.00066
P -0.43366 -0.74221 2.52315
C 0.76493 -2.04926 3.53409
P 1.40467 -2.88851 4.65972
H -0.01816 0.63525 -1.13819
H 0.47983 -0.88785 -0.37270
H 1.46777 0.48254 -0.12942
H -1.46734 0.54538 0.89845

Output
* structure (SMILES): C/C=P\C#P
* molar mass: 102.0 Da

two) The following is a DFT calculation (ωB97M-V/def2-TZVPD) of the molecule C3H4P2.

Atoms and positions in Å:
P 1.69129 -0.41021 0.07407
C 0.47866 0.78171 -0.59967
C -0.58873 0.64758 0.67718
P -1.87042 -0.35545 -0.20198
C -0.08602 -0.55318 -0.06621
H 2.08206 -1.16925 -1.20335
H 0.40778 1.23180 -1.47951
H -0.56117 0.94215 1.73374
H -2.28344 -1.14663 0.75790

Output
* structure (SMILES): P1[C@@H]2[C@H]3PC123
* molar mass: 102.0 Da

Which structure is most stable, and how do the rest compare? From most to least stable: one), two).